Entry 1:
DFT (ωB97M-V with the def2-TZVPD basis set) results for 3 unconnected molecules or ions with the total composition C19H41BN5O5.

```
71
C19H41BN5O5 (ωB97M-V with the def2-TZVPD basis set)
O 1.2299 -1.1423 3.3962
O 0.7789 4.7697 2.4637
O -1.6421 -1.7739 1.0368
O 1.1433 -1.1883 -4.1866
O 2.9582 5.1263 2.1505
N 1.6912 0.9789 0.6107
N 2.1509 -0.4582 -0.8894
N -2.5654 3.8787 0.2052
N -3.1349 1.5351 0.3242
N -4.7570 3.1359 0.6998
C -3.5607 2.8698 0.4111
C 0.2919 -1.8768 -5.1221
C 2.0589 4.3472 2.2710
C 1.0167 -2.0815 -6.4396
C 1.6888 0.7666 -0.7005
C 1.1874 1.6225 -1.7954
C -0.1941 -3.1865 -4.5260
C -2.2051 -3.0945 1.0699
C -0.2802 1.2696 -2.1184
C -3.6915 -3.0407 0.7609
C 2.1461 -0.1559 1.2811
C -2.5866 1.1205 -0.9693
C -1.9265 -3.7603 2.4069
C 3.4917 -0.0804 3.7263
C 1.1987 2.1811 1.2659
C 2.4298 -1.0509 0.3173
C 2.2515 2.8448 2.1581
C -1.0881 0.7648 -0.9167
C 3.2225 -0.0692 5.2306
B 2.2583 -0.4522 2.8480
H 0.3687 -2.5626 -7.1712
H -3.8679 -2.5651 -0.2046
H -3.8984 0.9487 0.6297
H 1.7888 1.3790 -2.6728
H -4.8729 4.1425 0.7743
H -1.9785 3.9466 1.0277
H 2.2440 2.4312 3.1686
H -0.8546 -3.7939 2.6064
H 1.9133 -1.7507 -4.0442
H 2.7888 -2.0608 0.3963
H 2.7748 -1.0049 5.5567
H -1.9707 3.6785 -0.5903
H -0.5554 -1.2065 -5.2709
H 4.1403 0.0925 5.7905
H -2.3126 -4.7789 2.4285
H -1.6883 -3.6388 0.2779
H -0.7736 2.1140 -2.5976
H -4.2166 -2.4591 1.5237
H -4.1264 -4.0395 0.7381
H 2.2117 -0.8644 -1.8103
H 3.9354 0.8560 3.3869
H 1.3532 -1.1288 -6.8474
H 0.5626 -1.4252 2.7594
H -0.2159 0.4808 -2.8629
H -2.0804 -1.2546 1.7215
H 2.5290 0.7282 5.4985
H -0.8745 -3.6981 -5.2057
H 4.2475 -0.8428 3.4936
H -0.7188 1.1352 0.0384
H -1.0180 -0.3209 -0.8769
H 1.3687 2.6787 -1.6061
H 0.9098 2.8886 0.4907
H 3.2460 2.6910 1.7479
H 0.2630 4.1098 2.9422
H 1.8962 -2.7150 -6.2952
H -0.7130 -3.0132 -3.5820
H 0.2841 1.9410 1.8091
H -2.7642 1.8900 -1.7245
H -3.1377 0.2425 -1.3016
H 0.6520 -3.8511 -4.3288
H -2.4022 -3.1994 3.2162
```

M (g mol⁻¹): 430.38
LUMO energy (eV): -2.50
Net charge: +1
Max |F| (eV/A): 0.651

Entry 2:
DFT (ωB97M-V with the def2-TZVPD basis set) results for a molecular structure, C19H41BN6ReSi4 in a non-equilibrium geometry.

```
72
C19H41BN6ReSi4 (ωB97M-V with the def2-TZVPD basis set)
Re 0.9790 1.1794 0.0022
Si -2.6422 0.3248 1.5035
Si -0.3626 -2.0096 2.2183
Si -0.8022 -0.6259 0.3519
Si -1.7325 -2.1762 -1.2362
N 0.5960 1.2992 -2.2734
N 2.5362 3.3309 -1.3552
N 2.9894 0.4939 -0.6076
N 1.6707 1.6790 -3.0397
N 1.6144 3.1139 -0.3390
N 3.6197 1.1385 -1.6475
C -2.5421 -3.6342 -0.3418
C 2.4925 5.1649 -0.1153
C -3.1453 -1.5121 -2.3036
C -3.1772 1.8122 0.4693
C -2.2238 0.9347 3.2504
C 3.8849 -0.4247 -0.1337
C 4.8610 0.6618 -1.8355
C 3.1118 4.5248 -1.1804
C -0.3404 -2.8128 -2.3366
C 1.5489 4.2707 0.3884
C 1.4241 1.4575 -4.3429
C 5.0734 -0.3571 -0.8982
C -0.3689 0.8688 -3.1166
C 0.1394 0.9298 -4.4469
C -4.1762 -0.7821 1.6078
C -1.8451 -2.8429 3.0497
C 1.2975 1.4858 2.0049
C 0.7554 -3.3189 1.4505
C 0.6271 -1.2989 3.6625
B 2.9205 2.2756 -2.3869
H -1.8544 -4.2273 0.2683
H -3.1247 1.4547 3.6090
H -3.9856 -1.0942 -1.7324
H 2.7090 6.1617 0.2264
H 1.3657 2.5145 2.3720
H -2.0009 0.1492 3.9843
H 0.1223 -0.5000 4.2142
H 1.0257 -3.9849 2.2814
H 0.4493 -3.3139 -1.7619
H -0.3165 2.1482 0.3372
H -0.7688 -3.5514 -3.0302
H -4.9452 -0.1787 2.1126
H 3.6700 -1.0702 0.7019
H 0.1331 -2.0293 -2.9421
H 5.4791 1.0999 -2.5969
H -2.4778 -3.4284 2.3740
H -3.4023 -3.3493 0.2780
H -2.3895 2.5663 0.3538
H 0.2944 -3.9299 0.6680
H -1.3987 1.6578 3.2521
H 1.6782 -2.8914 1.0372
H 2.3227 1.0977 1.8826
H -4.0450 -1.6977 2.1920
H 0.7577 0.8733 2.7540
H -1.3538 0.5568 -2.8082
H -4.0171 2.2858 0.9958
H 2.1386 1.6884 -5.1391
H 1.6172 -0.9427 3.3559
H -3.5197 1.5296 -0.5342
H -2.4787 -2.1560 3.6241
H 3.9155 4.7645 -1.8560
H -2.9160 -4.2792 -1.1494
H 0.7787 -2.1336 4.3632
H 5.9584 -0.9332 -0.8186
H 3.6394 2.7300 -3.2268
H 0.8408 4.3687 1.2007
H -4.5692 -1.0660 0.6226
H -1.3930 -3.5376 3.7708
H -0.3550 0.6305 -5.3451
H -2.8316 -0.7657 -3.0398
H -3.5360 -2.3676 -2.8737
```

Spin multiplicity: 4
Expectation value of S²: 3.90
M (g mol⁻¹): 662.94
LUMO energy (alpha / beta) (eV): -15.72 / -16.50
Net charge: +4
Max |F| (eV/A): 4.956

Entry 3:
DFT (ωB97M-V with the def2-TZVPD basis set) results for a molecular structure, C19H41BN6Si4Sn in a non-equilibrium geometry.

```
72
C19H41BN6Si4Sn (ωB97M-V with the def2-TZVPD basis set)
Sn 0.6096 -1.3275 1.3635
Si -0.2746 0.3852 5.0689
Si 3.1156 -0.4540 3.6630
Si 1.2964 2.9459 2.7666
Si 1.1200 0.6454 3.2258
N -0.3904 1.6090 -2.6501
N -1.0968 1.8081 -1.4828
N -0.5882 -1.0093 -2.4677
N -0.7560 -1.4478 -1.1568
N 1.6968 -0.1292 -0.6511
N 1.6382 0.0800 -2.0349
C 3.3088 -0.9220 5.4689
C -0.4781 -1.4695 5.3429
C 3.1892 -2.0826 2.6645
C -1.2015 -1.8666 -3.3109
C -1.5980 -2.5081 -1.2310
C -1.0164 3.7477 -2.5593
C -1.3557 3.1049 -1.3463
C -1.9558 1.1736 4.7637
C -1.8898 -2.8138 -2.5634
C 2.2243 3.2261 1.1464
C -1.8369 -1.2121 1.5686
C 2.2326 3.7417 4.2015
C 3.0208 -0.0551 -0.3299
C 4.4948 0.7221 3.1611
C 0.5664 1.1927 6.5422
C 2.8925 0.1330 -2.5431
C 3.7996 0.0734 -1.4916
C -0.4082 2.7655 -3.3525
C -0.4328 3.6822 2.6018
B 0.3137 0.1904 -2.8494
H -1.8996 -0.3590 0.8721
H 0.7316 2.2670 6.3957
H 4.1589 -2.5466 2.8715
H -0.1175 1.0575 7.3931
H -2.5018 -3.6166 -2.9284
H -0.0398 2.8116 -4.3595
H 2.3796 -2.7680 2.9629
H -1.2036 -1.9038 4.6413
H -1.2100 4.7692 -2.7866
H 4.4217 1.0716 2.1240
H 5.4422 0.1743 3.2744
H -1.9827 -3.0101 -0.3564
H -0.8641 -1.5957 6.3658
H 4.5296 1.6056 3.8121
H 2.2880 4.3105 0.9642
H -1.9055 2.2687 4.8212
H 4.8764 0.1241 -1.5421
H 3.1921 3.2500 4.4072
H -0.9260 3.7997 3.5757
H 3.3986 -0.1202 0.6880
H 3.2443 2.8202 1.1646
H 1.6481 3.7484 5.1304
H 0.5480 0.1254 -4.0161
H 4.2178 -1.5378 5.5344
H 3.0630 0.2043 -3.6171
H 2.4380 4.7847 3.9161
H -2.3926 0.8995 3.7947
H -1.8670 -0.9185 2.6230
H -1.0829 -1.7161 -4.3656
H -1.0410 -2.0181 1.3258
H 1.5281 0.7292 6.7920
H -2.6665 -1.9046 1.3148
H 1.6977 2.7696 0.2972
H -1.7392 3.5242 -0.4041
H -2.6287 0.8179 5.5592
H -1.0809 3.0724 1.9560
H 3.4470 -0.0379 6.1021
H 0.4615 -2.0316 5.2570
H 3.1330 -1.9483 1.5680
H 2.4709 -1.5062 5.8651
H -0.3359 4.6787 2.1447
```

M (g mol⁻¹): 595.45
LUMO energy (alpha / beta) (eV): -8.52 / -9.49
Net charge: +2
Max |F| (eV/A): 3.775

Entry 4:
DFT (ωB97M-V with the def2-TZVPD basis set) results for a molecular structure, C19H41InN2OP2 in a non-equilibrium geometry.

```
66
C19H41InN2OP2 (ωB97M-V with the def2-TZVPD basis set)
In -0.6652 -0.0866 0.0390
P 0.2737 2.2960 0.4383
P 0.0400 -2.0803 -1.3614
O 3.2529 -0.7437 0.8067
N -0.7116 -0.5210 2.2354
N 0.3858 0.8202 -2.3663
C 2.0629 1.9147 2.6013
C 0.1061 3.4203 3.0182
C 1.1114 2.9428 1.9733
C 2.2166 -0.4957 0.3989
C -2.3979 2.7938 1.2501
C 1.2560 2.7690 -1.0429
C -0.4826 -0.3389 3.3703
C -1.0981 4.7811 0.2474
C 0.5156 -3.7637 0.8395
C -1.5821 -2.7929 -1.9235
C 0.7029 2.2682 -2.3896
C -0.1497 -0.1223 4.7386
C -1.3146 3.2584 0.2502
C -1.4786 -3.5568 -3.2484
C 1.0130 -3.4325 -0.5743
C 0.9440 -1.5461 -2.8649
C 1.0767 -4.6677 -1.4684
C 1.4311 -0.0880 -2.8609
C -2.3050 -3.5827 -0.8209
H -3.3712 -3.6388 -1.0800
H 1.7156 -5.4122 -0.9791
H 0.2752 -1.7055 -3.7272
H -2.5302 3.5069 2.0764
H 1.8110 -2.2063 -3.0061
H -0.4573 -3.8634 -3.5065
H -1.9427 -4.6170 -0.7305
H 0.6394 3.6893 3.9390
H -1.8545 -2.9155 -4.0562
H 0.0909 -5.1249 -1.6210
H 1.7123 3.8026 1.6180
H -0.4920 0.6532 -2.8726
H -0.4008 -4.3670 0.8182
H -2.1796 -1.8861 -2.1131
H -0.4356 4.3088 2.6817
H 2.0288 -3.0105 -0.4911
H 1.5723 0.9345 2.6937
H 0.3209 -2.8723 1.4496
H 2.3261 2.2483 3.6209
H 2.2729 2.3696 -0.9005
H -1.7983 5.2771 0.9334
H -2.2014 1.8008 1.6846
H 1.7223 0.2013 -3.8906
H -0.0738 5.0828 0.5124
H -0.6168 2.6302 3.2839
H -3.3540 2.7193 0.7147
H 2.3254 0.0399 -2.2301
H 2.9875 1.8280 2.0232
H -0.2226 2.8094 -2.6467
H -2.1167 -4.4481 -3.2219
H 1.2842 -4.3573 1.3530
H 1.4510 2.4732 -3.1797
H -0.2708 0.9476 4.9863
H 1.5199 -4.4523 -2.4479
H 0.8942 -0.4391 4.9048
H -1.3089 5.1734 -0.7563
H -0.8010 -0.6968 5.4010
H 1.3268 3.8686 -1.0788
H -2.2396 -3.0900 0.1587
H -2.1698 0.3380 -0.8464
H -1.6425 2.9551 -0.7572
```

M (g mol⁻¹): 490.32
LUMO energy (eV): -5.60
Net charge: +2
Max |F| (eV/A): 3.668

Entry 5:
DFT (ωB97M-V with the def2-TZVPD basis set) results for a molecular structure, C19H41MoNO4P2Si in a non-equilibrium geometry.

```
69
C19H41MoNO4P2Si (ωB97M-V with the def2-TZVPD basis set)
Mo -0.9456 -0.7007 -0.1355
P -0.1709 -0.7240 2.0622
P 0.3430 0.7771 -1.5822
Si -0.1399 -2.5672 -1.3604
O 0.2880 0.6751 2.8448
O 1.2458 -1.5221 2.3623
O 2.9842 -0.8143 -0.0232
O -1.2008 -1.3906 3.1479
N -2.6173 -0.2120 -0.2176
C -1.2122 -1.2359 4.6055
C -3.8951 -0.0804 -0.5137
C 0.1256 -1.2061 5.2922
C 1.7787 0.3991 -2.7227
C 5.2550 -0.3653 0.5437
C -4.4513 -1.0173 -1.4200
C -0.9790 1.0013 -2.9297
C -5.9615 0.9934 -0.0636
C -5.8203 -0.9540 -1.6036
C 1.2433 -2.9868 2.3621
C 2.6715 -3.4696 2.4864
C 3.3024 0.8553 1.7926
C -0.1633 2.0429 2.4944
C -4.5969 0.9555 0.1368
C 1.6330 -3.2565 -1.4311
C 0.7310 2.5872 -1.2681
C 3.7809 -0.1335 0.7826
C -6.5400 0.0406 -0.9199
C -1.1812 2.5361 3.4904
H -3.7427 -1.7459 -1.8556
H 2.6860 -4.5730 2.4420
H 3.1137 -3.1782 3.4558
H 0.7572 -2.0541 5.0010
H -0.8461 2.4554 4.5298
H 0.6432 -0.2630 5.1067
H 0.6315 -3.3403 3.2159
H -0.4606 -2.4979 -2.8107
H -1.7942 -2.1157 4.9491
H 1.1560 3.0602 -2.1809
H 5.7763 0.6031 0.4725
H 2.6925 0.1758 -2.1409
H -1.8980 1.4550 -2.4796
H 2.3661 -2.5448 -1.8261
H -6.2815 -1.6848 -2.2802
H -1.1990 0.0027 -3.3743
H 5.5289 -0.9662 1.4180
H -0.8700 -3.7374 -0.7785
H -2.1360 2.0140 3.3752
H 1.9721 1.2709 -3.3755
H 4.0315 1.6660 2.0361
H 0.7734 -3.3475 1.4275
H 2.3964 1.4065 1.4232
H 1.4775 2.6766 -0.4543
H 5.3638 -0.9441 -0.3626
H -0.5665 2.0399 1.4658
H -3.9536 1.5860 0.7766
H -0.0515 -1.2845 6.3743
H 0.7380 2.6654 2.4977
H 1.9903 -3.6106 -0.4576
H 1.5314 -0.4674 -3.3600
H 3.4802 0.3996 -0.3406
H -0.5457 1.6852 -3.7104
H -0.1900 3.1307 -0.9745
H 1.6224 -4.1171 -2.1138
H -1.8022 -0.3352 4.8485
H -6.5148 1.7813 0.4651
H -1.3656 3.5940 3.2893
H 2.9285 0.3573 2.7000
H -7.6003 0.0919 -1.0688
H 3.3005 -3.0856 1.6709
```

ΔE to the lowest compared entry with this formula, charge and spin (kJ/mol): 281.8
Spin multiplicity: 3
Expectation value of S²: 2.02
M (g mol⁻¹): 533.51
LUMO energy (alpha / beta) (eV): -0.13 / -0.14
Max |F| (eV/A): 5.157

Entry 6:
DFT (ωB97M-V with the def2-TZVPD basis set) results for 3 unconnected molecules or ions with the total composition C19H41N2O3 in a non-equilibrium geometry.

```
65
C19H41N2O3 (ωB97M-V with the def2-TZVPD basis set)
O -0.2434 1.0959 -0.6923
O 1.4996 0.6777 0.4545
O 0.0326 2.2626 1.1010
N 4.4970 -1.5945 2.6207
N -4.4683 0.5767 -2.1507
C -3.1779 0.1811 -2.8772
C 4.4867 -1.2699 -0.3373
C 2.3673 1.4841 4.1630
C -5.7781 0.3620 -3.0615
C -4.4353 2.0571 -1.8006
C 3.6121 0.6396 3.8239
C -4.6183 -0.3452 -0.9398
C -3.2830 3.8411 -0.1968
C 4.2127 -2.8558 1.7716
C 5.4247 -2.0109 3.7773
C 0.3609 1.3704 0.3613
C 4.8092 -0.1615 0.5573
C 3.6649 -2.4295 0.4241
C -3.2187 2.4231 -0.9256
C 5.4181 -0.6282 1.9041
C -5.8283 -0.9660 -3.8039
C -3.3009 -1.1575 -3.6560
C -4.5091 -1.1694 -4.5982
C 3.2838 -0.7461 3.0922
H 1.2556 0.2124 -0.3489
H 3.9332 0.4080 0.8680
H 2.7112 2.3607 4.7119
H 5.2082 -3.2732 1.6204
H -3.0750 4.6296 -0.9200
H -4.6542 -2.1634 -5.0213
H 3.5447 -3.3780 -0.0995
H -6.6628 0.5452 -2.4517
H 3.5722 -3.5284 2.3420
H -2.9435 0.9686 -3.5935
H 3.9885 0.5217 4.8400
H -4.2106 4.1010 0.3132
H -3.8752 -0.1487 -0.1670
H 1.4584 1.0527 4.5824
H 6.0437 -2.8369 3.4272
H 6.3434 -1.1648 1.6947
H -3.1281 -2.0494 -3.0537
H 5.7809 0.1772 2.5427
H -2.3714 0.0790 -2.1511
H 5.4455 0.4406 -0.0913
H -4.4088 -0.5055 -5.4568
H -4.3649 2.5652 -2.7624
H -6.6956 -1.1345 -4.4422
H 2.7829 -1.4160 3.7909
H -2.3548 2.4897 -1.5869
H -5.3961 2.3203 -1.3581
H 4.2685 1.3530 3.3255
H -5.8240 1.1817 -3.7785
H 1.9755 1.8256 3.2048
H -5.8169 -1.8409 -3.1538
H -2.5047 -1.1671 -4.4003
H 5.9111 -1.1224 4.1798
H 3.8047 -0.7626 -1.0196
H -5.5437 -0.0539 -0.4430
H -3.0913 1.8805 0.0112
H 2.5996 -0.6553 2.2486
H 5.3660 -1.5953 -0.8931
H -4.6835 -1.3987 -1.2116
H -2.5445 3.8429 0.6048
H 2.6379 -2.0841 0.5430
H 4.7093 -2.3130 4.5422
```

ΔE to the lowest compared entry with this formula, charge and spin (kJ/mol): 245.5
M (g mol⁻¹): 345.55
LUMO energy (eV): -1.69
Net charge: +1
Max |F| (eV/A): 3.415

Entry 7:
DFT (ωB97M-V with the def2-TZVPD basis set) results for a molecular structure, C19H42AlIN2O4PS in a non-equilibrium geometry.

```
71
C19H42AlIN2O4PS (ωB97M-V with the def2-TZVPD basis set)
I 1.2249 -5.5089 1.0010
S 5.1654 0.0168 5.0648
P -0.0044 -4.2480 -0.7201
Al 0.5535 -1.9856 -0.7387
O -0.7880 -0.6827 -0.4902
O 0.5871 -1.6384 -2.6280
O 0.6095 -4.9043 -2.2526
O 5.3797 0.8336 3.8250
N -1.5130 0.3512 -5.1286
N -2.3091 0.6819 -2.0720
C -0.3776 -0.4158 -4.4889
C 1.0426 1.7087 -0.6031
C -2.8573 -2.5172 -2.1262
C -1.7378 -2.1711 -3.2461
C -0.7093 -0.9552 -2.9528
C -0.0169 1.5149 -1.8286
C -5.3875 0.3637 -0.0345
C -3.0064 1.2860 -0.8808
C 2.3326 -1.8404 0.2751
C 2.2170 -1.9603 1.9056
C 0.6032 2.9696 0.4054
C -4.6399 1.2480 -1.2413
C 5.9068 0.9198 6.4460
C -7.0182 0.5266 -0.0313
C 1.9683 3.9073 0.6418
C 1.9729 -0.8431 2.8623
C -0.9342 0.1270 -1.7470
C 0.0087 2.4635 1.8494
C 6.3798 -1.3241 5.0491
H -1.0867 -3.1585 -3.4090
H 1.4963 -4.4424 -2.4188
H -3.0370 -1.7246 -1.2898
H 2.8462 3.1226 0.8141
H -2.9023 0.6999 0.1247
H -0.6912 2.4991 -1.8484
H 1.8646 4.6428 1.5459
H -3.8965 -2.6550 -2.6975
H -2.3070 -2.0223 -4.2845
H 6.3344 -1.8688 5.9952
H 7.3827 -0.9181 4.8975
H 3.0284 -2.7047 -0.1337
H 6.9393 1.1859 6.2072
H -7.4241 0.6379 1.0824
H -2.1417 -0.2682 -5.6924
H 0.6181 1.5785 -2.8362
H 0.2684 3.2584 2.6836
H 0.9201 -0.4222 3.1523
H 5.3281 1.8307 6.6166
H 2.9004 -0.8272 -0.0006
H -1.1428 2.2515 1.7422
H -5.1389 2.3056 -1.2048
H 0.5553 1.4565 2.1095
H 2.3894 -3.0346 2.3949
H -0.2220 -1.3930 -5.1417
H -7.2995 1.4990 -0.6323
H -2.2892 1.3944 -2.8333
H 2.9164 -0.3790 3.4198
H 2.0697 2.0824 -1.0861
H -0.1735 3.7019 -0.1065
H 0.6568 0.1778 -4.5154
H -7.5170 -0.4246 -0.5486
H 2.2656 4.4914 -0.3529
H -1.0577 1.0617 -5.7719
H -4.9790 0.6672 1.0452
H 5.8775 0.2995 7.3449
H -2.6717 -3.5643 -1.5924
H -2.7631 2.4451 -0.7513
H 1.3190 0.7467 0.0000
H -5.1636 -0.7967 -0.1312
H 6.1366 -2.0041 4.2291
H -4.8610 0.6488 -2.2402
```

ΔE to the lowest compared entry with this formula, charge and spin (kJ/mol): 1000.1
M (g mol⁻¹): 579.48
LUMO energy (eV): 2.15
Net charge: -1
Max |F| (eV/A): 3.665